Record 1
C58H62N12O10PS4SeTl | ωB97M-V/def2-TZVPD

ORCA input file:
```
! wB97M-V def2-TZVPD RIJCOSX def2/J DEFGRID3
* xyz -2 1
C -0.74570 5.06230 1.25358
H 5.92709 0.28945 -0.08729
H -2.62160 5.42439 -0.67196
C -0.12250 5.91491 -2.89580
H -4.67108 1.97615 -0.64438
C 2.05229 -4.82752 0.79994
C 1.77982 1.34479 -5.04725
O -1.34962 0.65429 -5.08016
N 3.24085 1.84499 -2.54010
C 1.88875 1.01379 2.26356
C 2.22957 -0.21412 3.11149
H 5.41745 0.31802 -2.47409
H -2.25973 5.90314 -3.05843
C -3.65080 -2.58044 -1.51007
C -1.40942 5.78864 -2.39859
C -0.29920 3.62197 3.52115
N -1.73333 -1.37889 2.80826
C 3.80132 -2.62287 0.63045
O 1.08051 -1.94745 1.85552
S -5.53522 -2.56707 0.20823
C -2.93398 -4.82742 2.34106
N -4.21584 -0.35235 1.15611
H 4.66398 3.15833 -3.28514
H 1.60245 5.28066 -0.05134
C -0.53599 5.34053 -0.19094
N 1.73810 0.52553 -3.85042
C 1.58501 -2.34988 4.13833
H 6.47700 1.35487 -3.43784
H 3.63982 -2.37235 1.67692
H -5.34178 5.18859 4.41708
N -4.59992 -4.13118 5.53027
C -3.24289 1.26124 -2.06756
H -0.70980 -4.15364 -0.66501
H -0.99789 0.39025 3.46674
N -1.38066 -2.55299 -2.32310
C -4.78732 -3.25402 -1.19833
N -4.47064 -6.03466 3.79470
H 6.22941 1.80456 0.76775
H -5.98849 1.82765 -4.71649
N 3.91041 -0.58467 6.39707
H 3.38212 1.94882 -1.54203
C -2.39479 -2.50535 3.07611
H 1.11443 -2.00682 -2.63293
H -0.07449 5.67126 1.86272
C -3.28657 5.79818 4.34108
H 3.86978 -0.07148 -7.47233
S 2.32474 -0.35648 -1.45166
H 4.65722 1.49869 0.05377
C 5.72728 1.36209 -0.09446
C -1.61319 5.51066 -1.05696
H -6.44421 2.33753 -2.33714
C -2.96083 -1.69419 5.27107
C 6.25238 1.99046 -1.38598
H -3.87652 -3.71411 -4.22154
N -1.58178 -3.37567 0.99449
C 3.66392 0.18989 -6.42878
H -3.50593 6.84530 4.51223
H -4.59048 -0.52697 2.07312
C -4.01803 3.52981 4.08235
C -1.35053 -4.38218 0.17706
C -5.21467 1.67335 -3.97229
H -1.78199 5.21594 1.54487
H 0.03246 6.14213 -3.94261
C -2.97006 0.99703 -3.39985
C 2.18485 0.56377 -6.30183
H 4.28127 1.06316 -6.19420
C -1.87765 -5.66023 0.37016
H -1.18039 6.13003 4.16479
C -1.61319 -0.45964 3.74571
H -2.47075 1.12294 -1.33063
O 0.22361 -4.00975 3.29568
C 4.07097 -0.98606 -5.54096
H 3.55540 -3.17949 -2.18916
H 3.85182 -4.71303 -1.32819
H -5.21762 -4.11642 -1.67650
Se -5.30482 -5.74527 5.33167
C -2.31895 -3.58797 2.08602
C 2.42692 0.74060 -2.73819
H 4.34679 1.73753 -4.29631
H 3.83515 -0.78822 -4.49618
C -4.31498 4.86785 4.29279
C -3.75457 -4.97101 3.52174
C 3.11132 -0.88179 5.26706
P 2.23165 -3.24084 -0.13556
O 2.75788 1.74573 1.79541
C -3.96541 1.20600 -4.34994
H 6.04035 3.06514 -1.38797
S -0.26379 3.25236 1.65898
O 0.63236 1.26122 2.35509
H -3.45989 -1.83558 6.22057
C -5.47554 1.95220 -2.63607
C -2.69991 -5.87626 1.44969
H 4.09557 -1.71270 0.10788
N -3.35328 -1.54098 -0.66838
C -2.68967 -2.87751 -2.56986
O 0.52337 -3.91783 5.41631
H 2.36142 -2.69735 6.08994
H 4.59618 -3.36873 0.54982
C -1.66314 4.05512 3.91130
H 2.35145 -4.47361 -2.25951
C -3.82418 -3.90670 4.49826
C 0.75550 5.43653 -0.71019
H -1.64266 -6.45917 -0.32021
C 4.47850 2.07722 -3.26993
H 1.15814 -2.52627 -4.27051
H -3.37445 0.21668 1.11688
H 2.42631 2.21568 -4.91514
H 5.14129 -1.18484 -5.62592
C 2.35251 -2.02862 5.24327
H -3.73293 1.01314 -5.38949
H 1.96831 5.80376 -2.43168
C -2.19547 -0.58096 5.01031
H 1.45089 -4.64346 1.68657
C -1.58652 0.57002 -3.86037
H 1.56939 -0.33792 -6.36090
H 3.51430 0.98961 4.28549
H 7.34178 1.88418 -1.39743
H -3.15282 -6.83939 1.64575
N 0.73925 -3.49078 4.27586
C -4.21831 -1.38354 0.26627
C 0.95920 5.72840 -2.04711
C 1.57266 -1.52611 2.91899
O -0.75578 0.16394 -2.98468
C -1.97553 5.39382 4.14830
C -2.93778 -3.41014 -3.79230
H 0.47171 4.36863 3.70437
H -0.01844 2.66612 3.95313
O 4.45557 0.51562 6.46628
C -0.61096 -2.77165 -3.33668
H 1.91516 1.19366 -7.15517
H 1.52351 -5.54336 0.16692
O -1.54635 2.55147 1.40353
S -1.47898 -3.48872 -4.71892
H 3.53573 -1.88845 -5.84296
H 0.76122 1.68964 -5.22415
N 0.72039 -2.60724 -3.36916
C 5.69522 1.35726 -2.67141
C -2.70469 3.12430 3.90520
H -2.05372 0.19005 5.75536
C 3.08895 -3.98639 -1.62154
C -3.06755 -2.69171 4.29800
H -4.81605 2.79814 4.04387
Tl -0.60452 -0.78963 -0.01714
O 4.03485 -1.43256 7.28236
H 0.73025 0.20401 -3.60139
H -2.47346 2.08218 3.74436
C 2.99769 0.04332 4.19896
H 3.02433 -5.24259 1.07691
C -4.48698 1.74403 -1.68624
*
```

The calculation puts the HOMO energy at -3.071 eV. The value obtained for the electronic energy is -8164.918565 Eh. The calculation puts the max |F| at 1.8 eV/Å. Its relative energy (zero: lowest compared OMol25 entry of this formula, charge and spin) is 29.4 kcal/mol. For the HOMO-LUMO gap, the calculation gives 6.00 eV.

Mulliken population analysis, charges in e, atoms 1 to 5: number 1, C, carries -1.17; number 2, H, carries 0.20; number 3, H, carries 0.32; number 4, C, carries -0.45; number 5, H, carries 0.43

Record 2
C4H8N2S | ωB97M-V/def2-TZVPD

ORCA input file:
```
! wB97M-V def2-TZVPD RIJCOSX def2/J DEFGRID3
* xyz 0 1
H -2.50473 0.74092 1.00119
H -0.38762 2.04993 1.62996
H 2.15171 -2.31186 0.18838
C -0.66124 1.69014 0.64377
H -2.27328 1.24460 -0.97832
H 0.01123 2.29816 -0.04912
H 1.37516 -1.01303 1.19398
N 0.02717 -0.10453 -0.75837
C 1.22527 -1.65251 0.34423
H 0.18541 0.74099 -1.35321
S 1.96483 -1.32802 -2.15715
C 0.94256 -0.99575 -0.88102
H 0.57127 -2.54654 0.65054
C -1.91262 0.95218 0.10496
N -0.71513 0.23533 0.42016
*
```

The calculation puts the HOMO energy at -8.028 eV. The value obtained for the electronic energy is -664.775733 Eh. The calculation puts the max |F| at 6.5 eV/Å. Its relative energy (zero: lowest compared OMol25 entry of this formula, charge and spin) is 98.5 kcal/mol. For the HOMO-LUMO gap, the calculation gives 8.73 eV.

Mulliken population analysis, charges in e, atoms 1 to 5: number 1, H, carries 0.27; number 2, H, carries 0.21; number 3, H, carries 0.32; number 4, C, carries -0.60; number 5, H, carries 0.26

Record 3
C2H3N3O | ωB97M-V/def2-TZVPD

ORCA input file:
```
! wB97M-V def2-TZVPD RIJCOSX def2/J DEFGRID3
* xyz 0 1
H -2.49632 0.90344 -0.35589
H 2.06352 0.49513 -0.88970
H 2.54038 -0.32174 0.53679
N -1.76344 -0.87464 0.39907
C -1.62728 0.33979 -0.09144
C 0.52393 0.10246 0.29362
N 1.79627 0.00565 -0.05506
N -0.37777 0.85865 -0.16840
O -0.65930 -1.50873 0.33101
*
```

The calculation puts the HOMO energy at -8.938 eV. The value obtained for the electronic energy is -317.398394 Eh. The calculation puts the max |F| at 2.6 eV/Å. Its relative energy (zero: lowest compared OMol25 entry of this formula, charge and spin) is 84.0 kcal/mol. For the HOMO-LUMO gap, the calculation gives 8.74 eV.

Mulliken population analysis, charges in e, atoms 1 to 5: number 1, H, carries 0.40; number 2, H, carries 0.23; number 3, H, carries 0.24; number 4, N, carries -0.16; number 5, C, carries -0.11

Record 4
C3H12NO3S | ωB97M-V/def2-TZVPD

ORCA input file:
```
! wB97M-V def2-TZVPD RIJCOSX def2/J DEFGRID3
* xyz -1 1
O 0.16358 1.15843 -1.73743
N -0.62436 -0.77001 -0.46926
H 2.48538 -0.81670 1.00292
H -1.12846 -1.43770 -1.03119
H 1.34579 -0.38429 -1.17630
C 1.47100 -1.23474 0.84639
H 0.88440 -2.12460 -1.05219
S 1.80320 -2.93450 1.43205
O 1.01641 3.29275 -0.68624
H 0.87652 -0.78905 1.64189
H 0.50660 2.57615 -1.23298
C -0.81660 0.68711 -0.94452
H 0.65699 -3.60758 1.56890
H -2.32190 0.17278 1.30617
H 1.33417 2.93723 0.14455
H -1.82084 0.75445 -1.42483
C 0.80271 -1.13602 -0.52456
H -0.92095 1.27679 -0.01363
O -3.03577 0.81953 1.42560
H -2.67787 1.55999 0.92466
*
```

The calculation puts the HOMO energy at -3.934 eV. The value obtained for the electronic energy is -800.165275 Eh. The calculation puts the max |F| at 1.3 eV/Å. Its relative energy (zero: lowest compared OMol25 entry of this formula, charge and spin) is 21.7 kcal/mol. For the HOMO-LUMO gap, the calculation gives 6.92 eV.

Mulliken population analysis, charges in e, atoms 1 to 5: number 1, O, carries -0.88; number 2, N, carries -0.34; number 3, H, carries 0.31; number 4, H, carries 0.23; number 5, H, carries 0.23

Record 5
C4H4Br2O3 | ωB97M-V/def2-TZVPD

ORCA input file:
```
! wB97M-V def2-TZVPD RIJCOSX def2/J DEFGRID3
* xyz 0 1
C -0.39285 2.87741 -0.83841
O -0.85318 2.72062 0.46939
Br -2.58882 0.64570 0.66246
Br 2.16913 1.31343 0.89579
O 0.17417 1.65604 -1.21126
C 0.33531 0.87538 -0.11806
O -0.40398 3.89450 -1.44070
H -0.55364 1.49869 2.04081
H 0.78050 -1.19217 0.19524
H 0.63622 -0.59172 -1.45734
H -0.83534 -0.70680 -0.51100
C -0.70507 1.44335 0.89280
C 0.28747 -0.57605 -0.51079
*
```

The calculation puts the HOMO energy at -10.775 eV. The value obtained for the electronic energy is -5528.562471 Eh. The calculation puts the max |F| at 4.3 eV/Å. Its relative energy (zero: lowest compared OMol25 entry of this formula, charge and spin) is 5.9 kcal/mol. For the HOMO-LUMO gap, the calculation gives 10.21 eV.

Mulliken population analysis, charges in e, atoms 1 to 5: number 1, C, carries 0.63; number 2, O, carries -0.27; number 3, Br, carries -0.21; number 4, Br, carries -0.20; number 5, O, carries -0.31

Record 6
C24H46F2O12 | ωB97M-V/def2-TZVPD

ORCA input file:
```
! wB97M-V def2-TZVPD RIJCOSX def2/J DEFGRID3
* xyz 0 1
H 12.77141 -20.42116 17.96120
H 11.16768 -16.42517 19.28814
H 20.19922 -14.82340 20.35652
C 21.04898 -12.21909 17.45382
H 12.49476 -15.61423 20.04988
O 15.53483 -13.39212 20.38014
C 17.97926 -17.61631 15.87749
H 16.88321 -15.86811 16.18855
C 17.43403 -19.17892 22.35065
H 16.10161 -19.96530 19.47120
C 14.64056 -10.02554 21.17386
C 16.17295 -19.48853 20.44879
C 19.21178 -17.19389 17.85929
H 21.43824 -15.40050 22.13233
C 12.46191 -19.66672 18.68448
C 19.60020 -15.39098 21.06865
H 12.69874 -15.73004 17.28414
H 17.76526 -12.33618 17.52530
H 19.23586 -17.41298 18.92678
H 21.01697 -10.24202 18.45316
H 18.64252 -12.01034 19.02824
C 20.40481 -15.60951 22.40883
H 16.83944 -14.00009 18.98308
O 14.91123 -15.33072 21.12209
O 14.21196 -13.45449 22.15620
O 18.40262 -16.09584 17.60030
H 12.29294 -20.25988 19.58320
C 12.01919 -15.77649 19.08261
O 15.93916 -8.19371 21.63518
C 17.94070 -16.12310 16.25780
C 14.65104 -7.81157 21.72116
O 15.56478 -20.25239 21.51196
O 13.57708 -18.74445 18.96582
C 18.80561 -13.79527 22.58939
H 15.61607 -19.59106 23.51088
H 18.04170 -18.47620 20.32173
H 15.92309 -10.01283 22.91441
H 17.92695 -13.53534 23.17973
C 16.21383 -20.00249 22.69754
H 15.68105 -18.51659 20.48718
H 20.23408 -16.62263 22.77286
H 18.49766 -15.43024 15.62706
H 19.83607 -13.91205 18.14109
H 15.48393 -16.43453 19.47663
H 19.24954 -16.34037 20.66393
H 18.34410 -19.55765 22.81589
H 21.62397 -12.35023 16.53715
C 15.84359 -15.58790 20.06141
F 14.93813 -14.27180 18.32171
H 14.24512 -10.97254 21.54118
H 14.58630 -9.85845 20.09811
H 11.72797 -14.75841 18.82415
C 18.73456 -12.06475 17.94349
H 11.56962 -19.14231 18.34256
C 15.91741 -9.65655 21.88430
H 19.64681 -13.38310 16.50553
O 19.14303 -10.75575 17.50157
H 17.82191 -18.92292 17.58042
H 16.82429 -15.87228 20.44279
C 20.60111 -10.69433 17.55284
O 18.45067 -14.59929 21.45944
H 20.45380 -14.13016 24.03096
O 13.87229 -8.89313 21.65598
H 17.37111 -18.12616 22.62602
H 20.90492 -10.12905 16.67179
H 18.65313 -17.66709 15.02226
C 19.80828 -13.01711 17.51947
C 19.72986 -14.66993 23.42050
H 20.23472 -17.03754 17.51685
C 17.58907 -19.31601 20.84895
H 19.31495 -12.87271 22.31088
H 17.08905 -18.06819 15.43995
C 18.54810 -18.32268 17.03228
H 13.21774 -17.85514 18.92590
H 18.11109 -20.24293 20.61144
H 19.16102 -15.22857 24.16377
H 16.51863 -21.01516 22.96157
H 19.28358 -19.05934 16.70903
C 15.83953 -14.24575 19.34075
C 14.77461 -14.05336 21.25944
F 16.89618 -10.29362 21.23011
O 14.25292 -6.65652 21.97065
O 12.82923 -16.26444 18.07090
H 21.62314 -12.55818 18.31607
*
```

The calculation puts the HOMO energy at -9.339 eV. The value obtained for the electronic energy is -2044.533757 Eh. The calculation puts the max |F| at 4.4 eV/Å. For the HOMO-LUMO gap, the calculation gives 9.73 eV.

Mulliken population analysis, charges in e, atoms 1 to 5: number 1, H, carries 0.27; number 2, H, carries 0.30; number 3, H, carries 0.09; number 4, C, carries -0.70; number 5, H, carries 0.19